{"formula": "C3H7N3S", "method": "wB97M-V/def2-TZVPD", "symbols": ["C", "N", "S", "C", "N", "N", "C", "H", "H", "H", "H", "H", "H", "H"], "positions_angstrom": [[-2.658, 1.187, 0.117], [-1.525, 0.534, -0.198], [-1.877, -1.216, -0.255], [-0.322, -1.884, 0.118], [0.821, -1.398, 0.118], [1.108, -0.179, -0.142], [2.458, 0.497, -0.210], [-2.201, 2.173, 0.264], [-3.711, 0.921, 0.232], [-0.431, -3.102, 0.160], [0.151, 0.352, -0.030], [2.359, 1.348, -0.840], [2.586, 0.973, 0.802], [3.243, -0.205, -0.135]], "lowdin_charge": [-0.11, -0.34, 0.85, -0.61, -0.12, -0.15, -0.04, 0.07, 0.07, 0.11, 0.08, 0.06, 0.07, 0.06], "orbital_gap_ev": 7.5, "largest_force_ev_per_a": 5.9, "homo_ha": -0.2666, "relative_energy_kj_mol": 489.9, "smiles": "C=NS/C=N\\NC", "total_charge": 0}